Entry from OMol25: the molecule CHN3O4S at a distorted geometry (ωB97M-V/def2-TZVPD).

For the gap between HOMO and LUMO (alpha / beta), the calculation gives 6.4723 / 7.5486 eV. The LUMO energy (alpha / beta) comes out at -0.0569 / -0.1248 Ha. The calculation puts the HOMO energy (alpha / beta) at -0.295 / -0.402 Ha. The calculation puts the total energy at -24538.36941 eV. Its spin multiplicity is 3. Its net charge is 0.

Positions of all 10 atoms, in Å:
C  1.9144  -0.4809  -0.5423
N  2.9482  -0.7308  -0.1128
N  0.5562  -0.4211  -0.8510
N  -0.2932  -3.5151  1.4295
O  -1.1305  -3.1110  2.1071
O  -0.1818  -3.2055  0.1112
O  0.5643  -2.4777  -2.4243
O  -0.1078  0.5200  0.0106
S  -0.3016  -1.9532  -1.3832
H  -0.2308  -0.0282  0.7808

Löwdin population analysis, charges in e, atoms 1 to 2:
1 C -0.2879
2 N 0.1758